A single C14H17N3O2 molecule, computed with ωB97M-V/def2-TZVPD.

CARTESIAN COORDINATES (ANGSTROEM)
C (0.959, 1.343, 4.955)
C (0.498, 1.039, 3.571)
C (-0.002, -0.134, 3.192)
C (-0.458, -0.500, 1.859)
C (-0.686, -1.841, 1.562)
C (-1.083, -2.217, 0.296)
C (-1.290, -1.280, -0.708)
C (-1.118, 0.085, -0.407)
C (-0.692, 0.445, 0.860)
H (-0.552, 1.487, 1.094)
O (-1.386, 0.989, -1.401)
C (-1.165, 2.355, -1.152)
H (-1.397, 2.861, -2.088)
H (-0.121, 2.550, -0.886)
H (-1.824, 2.730, -0.362)
O (-1.715, -1.782, -1.918)
C (-1.171, -1.270, -3.113)
C (0.333, -1.568, -3.256)
N (1.137, -0.624, -2.533)
C (1.742, -0.735, -1.337)
N (2.337, 0.392, -1.025)
C (2.065, 1.187, -2.079)
N (1.343, 0.609, -3.008)
H (2.412, 2.197, -2.157)
H (1.727, -1.620, -0.735)
H (0.548, -2.571, -2.881)
H (0.605, -1.499, -4.312)
H (-1.716, -1.795, -3.901)
H (-1.335, -0.193, -3.210)
H (-1.248, -3.256, 0.052)
H (-0.531, -2.595, 2.320)
H (-0.066, -0.931, 3.924)
H (0.609, 1.849, 2.864)
H (0.405, 2.190, 5.360)
H (0.822, 0.488, 5.613)
H (2.014, 1.617, 4.948)

Computed properties:
Gap between HOMO and LUMO (Ha): 0.320
HOMO (Ha): -0.2881
Lowest unoccupied orbital energy (hartree): 0.0321
Electronic energy (a.u.): -858.38354



A molecular structure, C31H23F3N2S5TeW, computed with ωB97M-V/def2-TZVPD.

CARTESIAN COORDINATES (ANGSTROEM)
W (0.332, -0.219, -0.160)
S (2.136, 0.470, -1.589)
C (2.233, 2.231, -1.536)
C (3.410, 2.870, -1.902)
C (3.448, 4.259, -1.946)
C (2.329, 5.015, -1.625)
C (1.148, 4.384, -1.257)
C (1.114, 2.998, -1.225)
S (-0.385, 2.167, -0.810)
C (-1.026, 1.746, -2.473)
C (-1.704, 0.407, -2.405)
C (-2.645, 0.022, -3.285)
C (-3.313, -1.268, -3.486)
C (-3.501, -2.233, -2.585)
C (-1.593, -1.690, -1.124)
C (-2.075, -2.776, 0.905)
S (-1.152, 0.282, 1.692)
C (-0.289, 1.173, 2.921)
C (-0.951, 1.539, 4.094)
C (-0.267, 2.226, 5.080)
C (1.079, 2.565, 4.929)
C (1.747, 2.214, 3.776)
C (1.055, 1.515, 2.780)
S (1.894, 1.109, 1.320)
N (-1.139, -0.390, -1.414)
H (4.288, 2.288, -2.148)
H (4.368, 4.753, -2.227)
H (2.374, 6.094, -1.658)
H (0.271, 4.963, -0.997)
H (-0.159, 1.718, -3.133)
H (-1.704, 2.537, -2.787)
H (-2.908, 0.781, -4.014)
H (-3.719, -1.411, -4.479)
H (-4.022, -3.137, -2.872)
H (-1.660, -3.561, 1.533)
H (-2.582, -2.037, 1.521)
H (-1.995, 1.289, 4.225)
H (-0.790, 2.511, 5.983)
H (1.596, 3.102, 5.712)
H (2.791, 2.466, 3.638)
F (-0.746, -6.351, -2.143)
C (-0.122, -5.194, -1.951)
F (0.949, -5.417, -1.170)
F (0.331, -4.752, -3.133)
C (-1.030, -4.177, -1.319)
C (-2.263, -4.441, -0.900)
C (-2.989, -3.307, -0.229)
C (-3.036, -2.079, -1.170)
N (-0.989, -2.098, 0.153)
C (-0.546, -2.796, -1.096)
S (1.110, -2.227, -1.376)
H (-2.704, -5.424, -0.998)
H (-3.970, -3.591, 0.142)
H (-3.614, -1.286, -0.679)
Te (2.310, -1.312, 1.651)
C (2.903, -0.908, 3.622)
C (2.089, -1.194, 4.709)
C (2.586, -0.950, 5.983)
C (3.863, -0.427, 6.142)
C (4.660, -0.151, 5.038)
C (4.189, -0.400, 3.755)
H (1.092, -1.594, 4.578)
H (1.977, -1.172, 6.848)
H (4.246, -0.245, 7.137)
H (5.657, 0.247, 5.172)
H (4.817, -0.208, 2.895)

Computed properties:
Gap between HOMO and LUMO (spin up / spin down) (Ha): 0.206 / 0.206
Charge: +2
HOMO (spin up / spin down) (Ha): -0.4980 / -0.4980
Lowest unoccupied orbital energy (spin up / spin down) (hartree): -0.2925 / -0.2925
Electronic energy (a.u.): -3929.75115



A single C3H5N3 molecule, computed with ωB97M-V/def2-TZVPD.

CARTESIAN COORDINATES (ANGSTROEM)
N (-1.738, -0.392, -0.414)
C (-0.432, -0.030, -0.184)
C (0.633, -0.969, -0.242)
N (1.732, -0.122, -0.065)
N (1.443, 1.147, 0.164)
C (0.121, 1.228, 0.154)
H (-2.425, -0.153, 0.284)
H (-1.831, -1.338, -0.763)
H (0.175, -1.139, 0.796)
H (2.704, -0.382, -0.127)
H (-0.383, 2.149, 0.397)

Computed properties:
Gap between HOMO and LUMO (Ha): 0.356
HOMO (Ha): -0.3195
Lowest unoccupied orbital energy (hartree): 0.0361
Electronic energy (a.u.): -281.48029



Copy entry 1 word for word.
A single C14H17N3O2 molecule, computed with ωB97M-V/def2-TZVPD.

CARTESIAN COORDINATES (ANGSTROEM)
C (0.959, 1.343, 4.955)
C (0.498, 1.039, 3.571)
C (-0.002, -0.134, 3.192)
C (-0.458, -0.500, 1.859)
C (-0.686, -1.841, 1.562)
C (-1.083, -2.217, 0.296)
C (-1.290, -1.280, -0.708)
C (-1.118, 0.085, -0.407)
C (-0.692, 0.445, 0.860)
H (-0.552, 1.487, 1.094)
O (-1.386, 0.989, -1.401)
C (-1.165, 2.355, -1.152)
H (-1.397, 2.861, -2.088)
H (-0.121, 2.550, -0.886)
H (-1.824, 2.730, -0.362)
O (-1.715, -1.782, -1.918)
C (-1.171, -1.270, -3.113)
C (0.333, -1.568, -3.256)
N (1.137, -0.624, -2.533)
C (1.742, -0.735, -1.337)
N (2.337, 0.392, -1.025)
C (2.065, 1.187, -2.079)
N (1.343, 0.609, -3.008)
H (2.412, 2.197, -2.157)
H (1.727, -1.620, -0.735)
H (0.548, -2.571, -2.881)
H (0.605, -1.499, -4.312)
H (-1.716, -1.795, -3.901)
H (-1.335, -0.193, -3.210)
H (-1.248, -3.256, 0.052)
H (-0.531, -2.595, 2.320)
H (-0.066, -0.931, 3.924)
H (0.609, 1.849, 2.864)
H (0.405, 2.190, 5.360)
H (0.822, 0.488, 5.613)
H (2.014, 1.617, 4.948)

Computed properties:
Gap between HOMO and LUMO (Ha): 0.320
HOMO (Ha): -0.2881
Lowest unoccupied orbital energy (hartree): 0.0321
Electronic energy (a.u.): -858.38354



Repeat the first record exactly.
A single C14H17N3O2 molecule, computed with ωB97M-V/def2-TZVPD.

CARTESIAN COORDINATES (ANGSTROEM)
C (0.959, 1.343, 4.955)
C (0.498, 1.039, 3.571)
C (-0.002, -0.134, 3.192)
C (-0.458, -0.500, 1.859)
C (-0.686, -1.841, 1.562)
C (-1.083, -2.217, 0.296)
C (-1.290, -1.280, -0.708)
C (-1.118, 0.085, -0.407)
C (-0.692, 0.445, 0.860)
H (-0.552, 1.487, 1.094)
O (-1.386, 0.989, -1.401)
C (-1.165, 2.355, -1.152)
H (-1.397, 2.861, -2.088)
H (-0.121, 2.550, -0.886)
H (-1.824, 2.730, -0.362)
O (-1.715, -1.782, -1.918)
C (-1.171, -1.270, -3.113)
C (0.333, -1.568, -3.256)
N (1.137, -0.624, -2.533)
C (1.742, -0.735, -1.337)
N (2.337, 0.392, -1.025)
C (2.065, 1.187, -2.079)
N (1.343, 0.609, -3.008)
H (2.412, 2.197, -2.157)
H (1.727, -1.620, -0.735)
H (0.548, -2.571, -2.881)
H (0.605, -1.499, -4.312)
H (-1.716, -1.795, -3.901)
H (-1.335, -0.193, -3.210)
H (-1.248, -3.256, 0.052)
H (-0.531, -2.595, 2.320)
H (-0.066, -0.931, 3.924)
H (0.609, 1.849, 2.864)
H (0.405, 2.190, 5.360)
H (0.822, 0.488, 5.613)
H (2.014, 1.617, 4.948)

Computed properties:
Gap between HOMO and LUMO (Ha): 0.320
HOMO (Ha): -0.2881
Lowest unoccupied orbital energy (hartree): 0.0321
Electronic energy (a.u.): -858.38354